13
Properties=species:S:1:pos:R:3 method="wB97M-V/def2-TZVPD" largest_force_ha_per_bohr=0.104 orbital_gap_ha=0.348 e_above_lowest_ev=3.661 spin_multiplicity=1 homo_energy_ev=-9.16
C 2.14 -0.36 0.28
S 0.72 -1.32 -0.39
C -0.63 -0.38 -0.21
N -0.70 0.85 -0.10
O 0.60 1.31 -0.36
C -2.08 -1.01 -0.04
O -2.09 -2.19 -0.06
S -3.42 0.15 -0.10
H 2.95 -1.17 0.52
H 1.84 0.24 1.16
H 2.57 0.25 -0.52
H 0.55 2.35 -0.20
H -2.48 1.28 0.02